No. 1
The following is a quantum chemistry calculation of 10 unconnected molecules or ions with the total composition C40H80O17, from the Open Molecules 2025 dataset.

Values from the calculation:
- relative energy (zero: lowest compared OMol25 entry of this formula, charge and spin) (kcal/mol) = 0.0
- SMILES string = CCOC(C)=O.CCOC(C)=O.CCOC(C)=O.CCOC(C)=O.CCOC(C)=O.CCOC(C)=O.CCOC(C)=O.C1CCOC1.C1CCOC1.C1CCOC1
- orbital gap (hartree) = 0.3594
- HOMO level (eV) = -9.393

Each line ends with the Löwdin charge.
CARTESIAN COORDINATES (ANGSTROEM)
C -4.190 1.104 1.434  -0.033
C -3.537 0.948 0.063  -0.252
O -3.529 -0.321 -0.438  -0.018
C -4.626 -0.920 -0.953  -0.487
C -4.326 -2.229 -1.611  0.020
O -5.778 -0.473 -1.024  0.080
H -5.265 0.932 1.377  0.081
H -4.192 2.135 1.788  0.064
H -3.697 0.552 2.234  0.058
H -3.863 1.683 -0.673  0.125
H -2.476 1.189 0.125  0.101
H -5.121 -2.626 -2.243  0.095
H -4.286 -2.959 -0.802  0.082
H -3.345 -2.194 -2.085  0.066
C 0.092 7.568 -0.757  -0.052
C 1.278 6.624 -0.709  -0.227
O 1.338 5.895 0.494  0.005
C 2.065 4.819 0.600  -0.591
C 2.048 4.284 1.986  0.028
O 2.664 4.305 -0.310  0.091
H -0.130 7.924 -1.763  0.082
H 0.238 8.467 -0.158  0.075
H -0.810 7.122 -0.336  0.055
H 1.340 5.916 -1.535  0.105
H 2.229 7.137 -0.853  0.126
H 2.208 5.130 2.655  0.092
H 2.873 3.579 2.091  0.092
H 1.096 3.766 2.104  0.083
C 0.384 -2.643 5.176  -0.054
C 1.242 -1.565 5.803  -0.215
O 0.762 -1.022 7.013  -0.005
C -0.253 -0.155 7.111  -0.511
C -0.594 0.232 8.509  0.013
O -0.896 0.333 6.166  0.060
H 0.116 -3.434 5.877  0.087
H 0.890 -3.195 4.384  0.062
H -0.563 -2.230 4.830  0.059
H 2.226 -2.020 5.917  0.123
H 1.365 -0.690 5.165  0.118
H 0.108 0.969 8.899  0.093
H -0.570 -0.668 9.123  0.088
H -1.595 0.665 8.519  0.090
C 0.276 -5.284 2.219  -0.056
C -1.104 -5.406 2.904  -0.195
O -1.739 -4.175 3.248  -0.030
C -2.294 -3.342 2.351  -0.465
C -2.894 -2.131 3.040  0.028
O -2.361 -3.564 1.111  0.046
H 0.814 -4.400 2.562  0.052
H 0.225 -5.154 1.138  0.062
H 0.879 -6.162 2.454  0.075
H -1.773 -6.016 2.296  0.121
H -0.937 -5.915 3.853  0.117
H -3.096 -2.167 4.111  0.095
H -3.818 -1.889 2.516  0.085
H -2.204 -1.335 2.760  0.067
C -1.169 4.310 -2.033  -0.038
C -1.599 4.034 -0.602  -0.242
O -2.967 4.026 -0.417  -0.031
C -3.681 5.166 -0.082  -0.449
C -5.116 4.879 0.396  0.022
O -3.304 6.323 -0.139  0.092
H -0.127 4.062 -2.233  0.074
H -1.298 5.346 -2.349  0.078
H -1.728 3.639 -2.687  0.057
H -1.279 3.029 -0.325  0.092
H -1.105 4.660 0.141  0.121
H -5.576 4.197 -0.319  0.089
H -5.650 5.819 0.535  0.083
H -5.088 4.454 1.399  0.075
C 5.729 -6.099 1.260  -0.051
C 4.640 -5.085 1.627  -0.233
O 5.048 -3.816 1.145  -0.011
C 4.289 -2.752 1.436  -0.477
C 4.853 -1.416 0.933  0.028
O 3.301 -2.771 2.199  0.041
H 6.637 -5.643 1.653  0.078
H 5.775 -6.222 0.178  0.079
H 5.631 -7.063 1.759  0.078
H 3.654 -5.363 1.254  0.117
H 4.461 -4.947 2.693  0.120
H 4.375 -0.482 1.230  0.085
H 5.105 -1.441 -0.127  0.065
H 5.846 -1.489 1.376  0.088
C -1.075 0.437 -3.302  -0.031
C -2.262 0.331 -4.257  -0.197
O -1.991 1.204 -5.324  -0.001
C -2.534 2.389 -5.431  -0.569
C -2.047 3.117 -6.639  0.021
O -3.397 2.872 -4.718  0.084
H -0.902 1.440 -2.911  0.063
H -0.200 0.178 -3.899  0.077
H -1.194 -0.277 -2.487  0.063
H -2.298 -0.683 -4.654  0.122
H -3.238 0.564 -3.832  0.121
H -2.463 2.666 -7.540  0.093
H -0.963 2.996 -6.625  0.089
H -2.365 4.157 -6.562  0.091
C 2.891 0.426 -3.128  -0.161
C 4.289 0.259 -2.531  -0.152
C 5.185 0.556 -3.770  -0.189
O 4.452 0.046 -4.887  -0.145
C 3.051 0.082 -4.630  -0.179
H 2.491 1.430 -2.982  0.108
H 2.248 -0.231 -2.544  0.080
H 4.558 -0.723 -2.144  0.089
H 4.510 0.933 -1.703  0.107
H 6.161 0.075 -3.824  0.114
H 5.383 1.624 -3.866  0.111
H 2.694 -0.945 -4.700  0.103
H 2.502 0.743 -5.301  0.116
C -0.628 -4.091 -3.616  -0.174
C -0.891 -4.002 -2.154  -0.174
C -0.068 -2.828 -1.656  -0.209
O 0.658 -2.326 -2.767  -0.160
C 0.661 -3.321 -3.786  -0.189
H -1.419 -3.624 -4.203  0.108
H -0.670 -5.139 -3.914  0.117
H -0.477 -4.934 -1.769  0.113
H -1.967 -3.923 -1.999  0.098
H 0.621 -3.147 -0.874  0.121
H -0.834 -2.118 -1.342  0.097
H 1.569 -3.911 -3.658  0.120
H 0.761 -2.783 -4.729  0.117
C -0.009 -0.514 1.167  -0.187
C 1.142 -0.295 0.260  -0.147
C 1.029 1.158 -0.081  -0.197
O 0.248 1.747 0.924  -0.151
C -0.103 0.775 1.899  -0.191
H 0.156 -1.303 1.900  0.116
H -0.936 -0.779 0.658  0.104
H 1.137 -1.001 -0.570  0.090
H 2.008 -0.479 0.896  0.105
H 0.527 1.432 -1.009  0.106
H 2.035 1.579 -0.097  0.113
H -1.102 1.017 2.260  0.117
H 0.518 0.793 2.795  0.121

Forces on atoms 1 to 2 (eV/Å):
C -0.6 0.7 -0.1
C 0.7 2.6 1.1

---

No. 2
The following is a quantum chemistry calculation of 11 unconnected molecules or ions with the total composition C40H80O17S2, from the Open Molecules 2025 dataset.

Values from the calculation:
- relative energy (zero: lowest compared OMol25 entry of this formula, charge and spin) (kcal/mol) = 168.0
- SMILES string = O=S1(=O)OCCO1.O=S1(=O)OCCO1.C1CCOC1.C1CCOC1.C1CCOC1.C1CCOC1.C1CCOC1.C1CCOC1.C1CCOC1.C1CCOC1.C1CCOC1
- orbital gap (hartree) = 0.3577
- HOMO level (eV) = -9.596

Each line ends with the Löwdin charge.
CARTESIAN COORDINATES (ANGSTROEM)
O 4.267 3.373 -6.200  -0.215
S 4.128 4.607 -6.927  0.733
O 5.312 5.109 -7.644  -0.254
O 2.991 4.531 -8.045  -0.176
C 2.395 5.792 -8.207  -0.216
C 2.427 6.555 -6.943  -0.228
O 3.313 5.863 -6.142  -0.184
H 2.871 6.433 -8.949  0.132
H 1.379 5.707 -8.590  0.137
H 1.432 6.658 -6.511  0.135
H 2.820 7.564 -7.069  0.135
O 7.667 -6.303 5.695  -0.244
S 8.225 -6.154 4.358  0.707
O 9.293 -7.051 3.968  -0.233
O 7.005 -6.488 3.333  -0.201
C 6.691 -5.311 2.571  -0.163
C 7.204 -4.053 3.361  -0.162
O 8.404 -4.598 3.821  -0.219
H 7.213 -5.359 1.615  0.122
H 5.671 -5.335 2.186  0.128
H 6.718 -3.890 4.323  0.126
H 7.227 -3.173 2.717  0.139
C 0.815 -1.545 -9.287  -0.155
C -0.521 -0.809 -9.217  -0.220
C -1.527 -1.838 -9.366  -0.209
O -1.000 -2.904 -8.512  -0.161
C 0.457 -2.932 -8.710  -0.164
H 1.629 -1.199 -8.650  0.103
H 1.214 -1.490 -10.300  0.107
H -0.642 0.020 -9.915  0.114
H -0.637 -0.223 -8.305  0.116
H -1.534 -2.188 -10.399  0.121
H -2.530 -1.559 -9.043  0.127
H 0.591 -3.722 -9.449  0.109
H 0.992 -3.156 -7.787  0.113
C 1.492 -6.834 -3.317  -0.212
C 2.484 -7.687 -4.054  -0.193
C 2.285 -8.950 -3.330  -0.212
O 2.221 -8.562 -1.924  -0.148
C 1.360 -7.348 -1.912  -0.165
H 0.532 -6.873 -3.831  0.111
H 1.629 -5.757 -3.212  0.111
H 3.469 -7.231 -3.960  0.118
H 2.269 -7.666 -5.122  0.119
H 3.059 -9.673 -3.584  0.125
H 1.295 -9.347 -3.556  0.122
H 1.698 -6.707 -1.099  0.114
H 0.314 -7.599 -1.740  0.110
C -5.556 6.548 -4.189  -0.237
C -5.221 6.263 -2.796  -0.191
C -4.123 5.242 -3.025  -0.205
O -3.379 5.758 -4.137  -0.129
C -4.243 6.652 -4.892  -0.194
H -5.954 7.553 -4.329  0.118
H -6.229 5.821 -4.644  0.123
H -6.095 5.871 -2.275  0.119
H -4.803 7.116 -2.262  0.123
H -4.545 4.239 -3.091  0.119
H -3.425 5.349 -2.194  0.118
H -4.437 6.403 -5.936  0.118
H -3.951 7.695 -4.773  0.117
C 0.313 -6.126 6.394  -0.198
C -0.878 -5.803 5.599  -0.193
C -1.343 -4.619 6.404  -0.179
O -0.382 -4.308 7.439  -0.118
C 0.794 -4.814 7.004  -0.261
H 1.181 -6.514 5.862  0.116
H 0.056 -6.794 7.216  0.122
H -1.650 -6.549 5.412  0.114
H -0.536 -5.651 4.575  0.111
H -2.263 -5.006 6.843  0.118
H -1.542 -3.705 5.844  0.120
H 1.381 -5.100 7.877  0.124
H 1.377 -4.127 6.391  0.124
C 6.897 5.808 2.971  -0.195
C 7.093 4.834 4.014  -0.207
C 6.339 3.603 3.582  -0.218
O 5.324 4.006 2.681  -0.122
C 5.872 5.156 2.002  -0.172
H 7.749 5.933 2.303  0.107
H 6.711 6.848 3.240  0.114
H 6.695 5.270 4.930  0.117
H 8.148 4.657 4.226  0.119
H 5.891 3.088 4.432  0.120
H 7.048 2.890 3.163  0.116
H 5.089 5.842 1.679  0.113
H 6.329 4.834 1.067  0.110
C -5.801 -3.750 -0.713  -0.189
C -5.727 -2.743 -1.803  -0.174
C -4.989 -3.412 -2.987  -0.183
O -4.356 -4.522 -2.372  -0.144
C -5.159 -4.999 -1.261  -0.196
H -6.748 -3.811 -0.178  0.115
H -5.119 -3.512 0.104  0.108
H -5.378 -1.730 -1.605  0.109
H -6.765 -2.551 -2.077  0.102
H -4.201 -2.747 -3.341  0.117
H -5.610 -3.819 -3.785  0.117
H -4.455 -5.452 -0.563  0.110
H -5.795 -5.883 -1.315  0.109
C -8.102 2.674 4.340  -0.181
C -9.089 1.603 4.810  -0.171
C -8.399 0.215 4.741  -0.226
O -7.408 0.444 3.809  -0.144
C -7.089 1.845 3.540  -0.152
H -7.663 3.052 5.263  0.094
H -8.429 3.676 4.063  0.110
H -9.723 1.513 3.928  0.099
H -9.861 1.883 5.528  0.112
H -9.223 -0.444 4.466  0.118
H -7.884 -0.037 5.668  0.116
H -7.223 2.084 2.485  0.112
H -6.066 2.029 3.870  0.114
C -0.119 -0.156 0.061  -0.182
C 0.873 0.539 -0.864  -0.190
C 2.155 -0.231 -0.529  -0.185
O 2.028 -0.626 0.871  -0.144
C 0.681 -0.502 1.345  -0.186
H -0.421 -1.089 -0.415  0.107
H -1.000 0.457 0.253  0.107
H 0.921 1.608 -0.655  0.109
H 0.694 0.380 -1.927  0.108
H 2.996 0.435 -0.718  0.116
H 2.115 -0.983 -1.318  0.109
H 0.678 0.419 1.928  0.114
H 0.190 -1.359 1.806  0.115
C 0.431 4.659 7.123  -0.186
C 0.714 5.496 8.287  -0.172
C 1.168 6.865 7.628  -0.221
O 1.351 6.673 6.265  -0.128
C 0.356 5.689 5.990  -0.214
H -0.490 4.076 7.127  0.118
H 1.344 4.091 6.944  0.118
H 1.549 5.204 8.924  0.107
H -0.185 5.738 8.853  0.110
H 2.094 7.131 8.138  0.115
H 0.415 7.653 7.616  0.117
H 0.579 5.275 5.007  0.120
H -0.653 6.091 5.901  0.116

Forces on atoms 1 to 2 (eV/Å):
O -1.0 1.9 -0.3
S 1.6 1.4 -2.0

---

No. 3
The following is a quantum chemistry calculation of 10 unconnected molecules or ions with the total composition C40H80O20S10, from the Open Molecules 2025 dataset.

Values from the calculation:
- relative energy (zero: lowest compared OMol25 entry of this formula, charge and spin) (kcal/mol) = 16.1
- SMILES string = O=S1(=O)CCCC1.O=S1(=O)CCCC1.O=S1(=O)CCCC1.O=S1(=O)CCCC1.O=S1(=O)CCCC1.O=S1(=O)CCCC1.O=S1(=O)CCCC1.O=S1(=O)CCCC1.O=S1(=O)CCCC1.O=S1(=O)CCCC1
- orbital gap (hartree) = 0.3666
- HOMO level (eV) = -9.956

Each line ends with the Löwdin charge.
CARTESIAN COORDINATES (ANGSTROEM)
O 4.612 2.558 0.042  -0.363
S 4.365 2.278 1.495  0.761
O 4.255 0.881 1.914  -0.348
C 5.657 3.005 2.616  -0.188
C 4.753 3.437 3.762  -0.238
C 3.537 4.155 3.168  -0.218
C 2.949 3.250 2.136  -0.210
H 6.111 3.869 2.206  0.090
H 6.394 2.248 2.871  0.108
H 4.394 2.570 4.320  0.114
H 5.279 4.086 4.491  0.127
H 3.844 5.079 2.673  0.125
H 2.839 4.437 3.947  0.117
H 2.469 3.721 1.266  0.086
H 2.325 2.453 2.516  0.080
O 1.089 6.345 -2.441  -0.315
S 1.859 5.450 -1.677  0.656
O 1.892 5.539 -0.243  -0.331
C 1.444 3.759 -2.281  -0.190
C 2.801 3.150 -2.731  -0.201
C 3.665 4.284 -3.365  -0.195
C 3.613 5.423 -2.332  -0.193
H 0.669 3.768 -3.050  0.107
H 1.054 3.255 -1.428  0.052
H 3.277 2.694 -1.821  0.098
H 2.687 2.365 -3.497  0.086
H 3.217 4.545 -4.336  0.121
H 4.680 4.038 -3.574  0.099
H 3.801 6.424 -2.705  0.094
H 4.208 5.205 -1.440  0.093
O -1.393 3.806 0.803  -0.337
S -2.109 3.996 -0.470  0.707
O -1.729 3.385 -1.735  -0.341
C -3.939 3.803 -0.244  -0.219
C -4.431 5.173 0.073  -0.227
C -3.638 6.169 -0.835  -0.188
C -2.188 5.735 -0.718  -0.260
H -3.921 3.180 0.671  0.098
H -4.395 3.327 -1.096  0.108
H -5.493 5.322 -0.027  0.107
H -4.234 5.430 1.155  0.135
H -3.716 7.219 -0.475  0.125
H -4.015 6.064 -1.859  0.120
H -1.581 6.120 0.128  0.119
H -1.564 5.950 -1.590  0.097
O -3.154 -6.089 -0.100  -0.322
S -1.743 -5.968 0.024  0.694
O -0.805 -7.110 0.010  -0.349
C -1.082 -4.690 -1.177  -0.192
C -0.032 -3.965 -0.374  -0.210
C -0.544 -3.793 1.087  -0.207
C -1.307 -4.998 1.463  -0.227
H -2.010 -4.106 -1.477  0.111
H -0.725 -5.320 -1.991  0.098
H 0.922 -4.463 -0.404  0.092
H 0.079 -2.982 -0.810  0.085
H -1.092 -2.862 1.254  0.089
H 0.379 -3.627 1.628  0.102
H -2.309 -4.630 1.719  0.077
H -0.899 -5.775 2.123  0.118
O 5.655 -1.763 -1.634  -0.335
S 5.370 -2.680 -0.565  0.705
O 6.485 -3.406 0.047  -0.341
C 4.464 -1.828 0.790  -0.192
C 3.452 -2.914 1.304  -0.176
C 3.647 -4.262 0.573  -0.220
C 4.081 -3.986 -0.841  -0.196
H 4.042 -0.937 0.386  0.057
H 5.304 -1.592 1.477  0.106
H 3.493 -3.056 2.387  0.118
H 2.493 -2.501 1.067  0.075
H 2.749 -4.873 0.608  0.102
H 4.422 -4.761 1.122  0.107
H 3.389 -3.383 -1.422  0.059
H 4.581 -4.777 -1.376  0.105
O -2.274 -1.420 -0.400  -0.350
S -2.059 0.008 -0.039  0.742
O -3.163 0.966 -0.140  -0.345
C -1.390 0.246 1.622  -0.201
C 0.163 0.069 1.413  -0.181
C 0.509 0.924 0.220  -0.201
C -0.540 0.613 -0.907  -0.169
H -1.844 -0.425 2.345  0.051
H -1.636 1.335 1.738  0.109
H 0.750 0.364 2.282  0.095
H 0.437 -0.930 1.118  0.097
H 1.463 0.692 -0.184  0.095
H 0.454 1.971 0.428  0.079
H -0.192 -0.167 -1.550  0.047
H -0.877 1.506 -1.420  0.059
O 1.268 0.071 -3.626  -0.324
S 2.118 -1.030 -3.251  0.711
O 2.064 -1.585 -1.894  -0.359
C 1.882 -2.450 -4.378  -0.200
C 2.657 -2.057 -5.644  -0.191
C 3.963 -1.431 -5.161  -0.218
C 3.850 -0.612 -3.893  -0.158
H 0.801 -2.629 -4.464  0.087
H 2.289 -3.314 -3.847  0.104
H 2.870 -2.927 -6.253  0.116
H 2.122 -1.317 -6.226  0.114
H 4.466 -0.868 -5.911  0.110
H 4.651 -2.195 -4.899  0.105
H 3.835 0.488 -3.918  0.090
H 4.542 -0.987 -3.134  0.056
O -4.272 -0.294 3.051  -0.347
S -5.479 -1.128 3.023  0.706
O -6.753 -0.473 3.199  -0.323
C -5.426 -2.087 1.491  -0.212
C -5.170 -3.522 1.922  -0.191
C -4.454 -3.482 3.341  -0.195
C -5.188 -2.472 4.198  -0.207
H -4.593 -1.672 0.962  0.065
H -6.315 -1.848 0.900  0.113
H -6.080 -4.127 1.803  0.117
H -4.554 -4.017 1.134  0.102
H -3.410 -3.142 3.127  0.114
H -4.501 -4.471 3.751  0.109
H -4.650 -2.026 5.040  0.109
H -6.138 -2.883 4.445  0.097
O -3.103 -4.230 -5.278  -0.339
S -3.469 -2.839 -5.399  0.667
O -4.187 -2.432 -6.579  -0.333
C -4.429 -2.413 -3.884  -0.189
C -3.741 -1.107 -3.353  -0.173
C -2.199 -1.323 -3.613  -0.207
C -2.031 -1.742 -5.076  -0.201
H -4.314 -3.318 -3.276  0.098
H -5.447 -2.166 -4.202  0.099
H -4.168 -0.263 -3.889  0.115
H -3.890 -0.990 -2.301  0.070
H -1.886 -2.148 -2.981  0.090
H -1.585 -0.472 -3.345  0.092
H -1.215 -2.410 -5.320  0.075
H -2.204 -0.905 -5.747  0.104
O -1.750 -1.389 6.418  -0.336
S -1.172 -0.648 5.305  0.702
O -0.935 -1.359 4.050  -0.331
C -2.245 0.797 5.058  -0.207
C -1.394 1.998 5.285  -0.184
C 0.130 1.597 5.140  -0.192
C 0.254 0.257 5.826  -0.236
H -3.008 0.575 5.774  0.102
H -2.539 0.809 4.035  0.052
H -1.587 2.736 4.507  0.117
H -1.402 2.465 6.232  0.100
H 0.780 2.308 5.637  0.110
H 0.387 1.597 4.084  0.086
H 0.405 0.244 6.899  0.114
H 1.049 -0.346 5.396  0.103

Forces on atoms 1 to 2 (eV/Å):
O -0.5 -0.4 3.0
S 1.6 0.0 -2.1